(1)
{
  "formula": "C8H26O5",
  "method": "ωB97M-V/def2-TZVPD",
  "elements": ["O", "O", "O", "O", "O", "C", "C", "C", "C", "C", "C", "C", "C", "H", "H", "H", "H", "H", "H", "H", "H", "H", "H", "H", "H", "H", "H", "H", "H", "H", "H", "H", "H", "H", "H", "H", "H", "H", "H"],
  "coordinates": [[2.9966, 0.2032, -4.2297], [0.7891, -4.8207, -0.6188], [1.0762, 1.1098, -2.0640], [-1.3427, 0.8673, -0.1950], [2.4064, 3.3267, -0.4913], [-3.3815, 0.2833, -1.1884], [1.6045, -3.6706, -0.8199], [0.5288, -2.5942, -0.6372], [2.1099, -1.6010, -5.5183], [-2.4096, 0.0149, 0.0366], [2.8028, -1.2156, -4.2540], [3.6642, 4.3597, -2.3080], [3.6529, 3.3245, -1.2238], [-3.5484, 1.3539, -1.3069], [1.0691, -1.2904, -5.6104], [3.8004, -1.6548, -4.2452], [2.4823, 0.4399, -3.4544], [0.8808, -1.7792, -1.2697], [4.6760, 4.4764, -2.6964], [-2.0978, -1.0276, 0.0990], [3.1657, 4.0000, -3.2081], [0.2968, 0.8195, -1.5902], [2.0003, -2.6830, -5.4453], [-2.8885, 0.4029, 0.9356], [4.5585, 3.5872, -0.6770], [-0.4626, -2.8673, -0.9988], [-0.7978, 1.0385, 0.5766], [-3.0079, -0.0207, -2.1662], [1.4597, 1.7850, -1.5044], [0.3338, -2.2542, 0.3799], [-4.2688, -0.3495, -1.1716], [3.9367, 2.3493, -1.6195], [2.6989, -1.4366, -6.4206], [3.3929, 5.3666, -1.9908], [2.1524, -3.8022, -1.7530], [2.7264, 3.1245, 0.3909], [1.0334, -5.1659, 0.2430], [2.2497, -1.4582, -3.3466], [2.3432, -3.4978, -0.0373]],
  "forces_ev_per_angstrom": [[-0.016, -0.146, 0.444], [1.001, -1.647, 0.577], [0.374, -0.365, -0.441], [1.934, 0.897, -0.798], [1.398, -0.278, -0.106], [0.690, -0.924, 0.315], [-1.939, 0.153, 1.198], [0.780, 1.503, -1.659], [-0.582, -1.734, -0.015], [-1.807, 0.743, -1.404], [0.537, 1.342, -0.418], [0.314, -0.134, -1.346], [0.846, 0.603, -0.587], [-0.439, -0.125, 0.432], [0.230, 0.676, -0.026], [-0.023, -0.379, 0.234], [-0.187, 0.897, 0.087], [-0.395, 0.842, 0.330], [0.372, -0.138, 0.277], [-0.167, -0.090, 0.167], [-0.742, 0.427, 0.154], [-0.541, -0.127, 0.162], [0.075, -0.435, -0.233], [-0.424, -0.724, 0.223], [-0.441, 0.014, 1.287], [0.310, -0.460, -0.382], [-0.198, -0.228, 0.219], [0.952, -0.082, 0.155], [0.196, 0.527, 0.295], [0.651, -0.125, 0.142], [-0.421, 0.496, 0.664], [-0.648, -0.303, -0.195], [-0.114, 0.440, 0.128], [-0.500, -0.250, 0.047], [-0.445, 0.613, -0.272], [-0.605, -0.061, 0.400], [-0.192, -0.421, -0.033], [-0.050, -0.574, -0.115], [0.217, -0.423, 0.092]],
  "spin_multiplicity": 1,
  "smiles": "CCO.CCO.CCO.CCO.O",
  "charge": 0,
  "de_lowest_kcal_mol": 39.8,
  "total_energy_ha": -696.50694,
  "homo_lumo_gap_ev": 9.9,
  "e_homo_ev": -9.559
}

(2)
{
  "formula": "C8H27AsF6O5",
  "method": "ωB97M-V/def2-TZVPD",
  "elements": ["As", "F", "F", "F", "F", "F", "F", "O", "O", "O", "O", "O", "C", "C", "C", "C", "C", "C", "C", "C", "H", "H", "H", "H", "H", "H", "H", "H", "H", "H", "H", "H", "H", "H", "H", "H", "H", "H", "H", "H", "H", "H", "H", "H", "H", "H", "H"],
  "coordinates": [[-3.3577, -0.0503, -0.1943], [-4.9098, -0.7472, -0.0088], [-2.6689, -1.3012, 0.8356], [-3.5791, 0.9144, 1.2164], [-3.0445, -1.0385, -1.5726], [-3.9533, 1.2223, -1.1811], [-1.7370, 0.5754, -0.3472], [0.5398, -1.0041, -1.7045], [0.1059, 2.6949, -1.5497], [-0.0536, -1.2579, 1.2951], [0.8863, 0.9574, 0.2310], [-0.0607, 1.9525, 2.3852], [0.6304, 2.1549, -3.8826], [1.7379, -1.7275, -1.9878], [-0.4117, 2.1505, -2.7756], [-1.0979, 1.2880, 3.1668], [0.3538, -2.6234, 1.3534], [-0.5298, 0.2838, 4.1409], [2.9088, -0.7699, -1.9868], [1.7649, -2.6750, 1.8738], [1.6683, -2.1948, -2.9791], [-0.2315, -1.5597, -1.8645], [-1.7013, 2.0435, 3.6687], [2.9597, -0.2202, -1.0449], [-1.0299, -1.1969, 1.2745], [-0.3261, -3.1647, 2.0131], [3.8429, -1.3246, -2.0690], [0.6015, 1.5762, -0.5017], [-1.3044, 2.7069, -3.0643], [1.7939, -2.3568, 2.9187], [2.4515, -2.0872, 1.2674], [0.4687, 3.5677, -1.7262], [-0.7108, 1.1264, -2.5746], [1.5716, 1.7335, -3.5310], [0.8400, 3.1674, -4.2422], [0.0045, -0.5197, 3.6348], [0.2562, 1.5843, -4.7329], [0.6234, 1.3639, 1.1144], [2.1218, -3.7085, 1.9135], [0.1697, 2.7628, 2.8451], [0.3013, -3.0415, 0.3436], [1.8483, -2.5637, -1.2884], [0.1322, 0.7146, 4.8927], [-1.7381, 0.7866, 2.4429], [0.4648, 0.0527, 0.1471], [2.7828, -0.0649, -2.8055], [-1.3850, -0.1823, 4.6406]],
  "forces_ev_per_angstrom": [[-0.327, 0.055, -0.160], [-0.149, -0.068, 0.021], [-0.028, -0.335, 0.246], [-0.069, 0.211, 0.279], [0.120, -0.232, -0.275], [-0.044, 0.096, -0.171], [0.398, 0.257, 0.033], [0.191, 0.135, -0.036], [0.019, -0.194, 0.013], [-0.052, 0.300, 0.154], [0.479, -0.074, -0.031], [-0.211, 0.121, 0.470], [-0.128, 0.368, 0.041], [-0.242, -0.415, -0.446], [0.064, -0.114, -0.468], [0.223, -0.358, -0.382], [-0.135, 0.392, -0.250], [-0.191, -0.254, 0.152], [-0.214, -0.178, 0.511], [0.091, -0.567, 0.561], [-0.061, 0.096, 0.021], [-0.058, 0.051, 0.063], [0.043, 0.075, -0.035], [-0.087, 0.054, -0.042], [0.242, -0.232, -0.234], [0.016, -0.158, -0.079], [0.020, 0.052, -0.273], [-0.214, 0.152, -0.204], [-0.006, 0.010, 0.023], [0.058, 0.362, -0.147], [-0.006, 0.094, 0.025], [0.044, 0.004, 0.059], [-0.022, 0.043, 0.302], [-0.059, -0.170, -0.032], [-0.037, -0.012, 0.053], [0.020, 0.168, -0.146], [0.094, -0.064, 0.011], [-0.384, -0.094, 0.166], [-0.012, 0.020, -0.295], [0.208, 0.029, -0.114], [-0.097, -0.200, 0.073], [0.192, 0.213, 0.209], [-0.088, 0.152, 0.014], [0.025, 0.139, 0.058], [0.017, -0.007, 0.132], [0.235, 0.031, -0.024], [0.121, 0.047, 0.152]],
  "spin_multiplicity": 1,
  "charge": 0,
  "de_lowest_kcal_mol": 0.0,
  "total_energy_ha": -3532.28207,
  "homo_lumo_gap_ev": 10.7,
  "e_homo_ev": -10.480
}

(3)
{
  "formula": "C8H27BaF3NO7",
  "method": "ωB97M-V/def2-TZVPD",
  "elements": ["Ba", "F", "F", "F", "O", "O", "O", "O", "O", "O", "O", "N", "C", "C", "C", "C", "C", "C", "C", "C", "H", "H", "H", "H", "H", "H", "H", "H", "H", "H", "H", "H", "H", "H", "H", "H", "H", "H", "H", "H", "H", "H", "H", "H", "H", "H", "H"],
  "coordinates": [[4.8310, 19.0367, -27.1547], [7.3633, 18.6147, -31.9088], [5.2840, 18.0739, -32.1931], [5.7840, 19.9552, -31.2443], [5.5542, 21.3433, -25.4464], [6.2878, 17.7380, -25.3953], [6.8143, 18.6902, -29.0226], [6.3321, 18.0769, -22.6239], [4.8992, 17.7040, -29.4973], [6.5308, 15.0275, -25.2403], [9.1540, 16.6583, -26.3644], [4.1635, 16.6939, -24.2453], [6.1133, 17.9500, -30.0329], [6.1286, 18.6653, -31.3578], [8.6896, 19.6034, -27.8830], [6.5940, 21.2773, -24.4667], [10.0446, 17.2209, -25.4328], [6.6852, 16.7769, -22.0953], [8.2544, 18.7274, -29.0364], [6.1767, 14.3141, -26.4244], [4.0258, 16.0432, -23.4705], [8.5887, 19.2035, -29.9587], [6.4631, 16.8034, -21.0313], [6.2189, 13.2477, -26.2407], [3.6005, 16.4102, -25.0528], [6.2587, 20.7777, -23.5547], [8.4183, 19.2044, -26.9066], [7.2069, 17.9590, -25.2248], [7.7628, 16.6094, -22.1757], [9.7722, 19.7195, -27.9252], [6.5308, 16.9347, -30.1677], [6.9257, 22.2753, -24.2006], [10.0946, 16.6855, -24.4713], [11.0677, 17.1533, -25.8080], [8.2508, 20.5927, -28.0458], [6.8627, 14.5558, -27.2448], [6.1634, 15.9540, -22.5877], [3.8732, 17.6381, -23.9886], [8.6282, 17.7046, -28.9718], [7.4174, 20.6839, -24.8624], [5.1934, 16.7572, -24.5856], [4.7529, 20.9710, -25.0730], [5.1705, 14.5789, -26.7889], [9.8704, 18.2853, -25.2075], [6.4784, 15.9749, -25.4454], [8.2683, 16.7514, -26.0040], [6.3506, 18.0439, -23.5917]],
  "forces_ev_per_angstrom": [[1.246, -0.691, -2.239], [-0.144, 0.144, -0.022], [-0.050, 0.029, -0.265], [-0.035, 0.223, -0.040], [-0.476, -0.574, -0.717], [-0.779, 0.175, -0.178], [0.655, 0.567, 0.284], [-0.379, -0.530, 0.294], [-0.837, 1.527, 0.873], [-0.496, -0.236, 0.103], [-0.080, 0.227, -0.052], [0.140, 0.096, -0.785], [-1.094, -2.251, 1.840], [0.015, 0.101, -0.228], [0.067, 0.120, -0.497], [0.324, -0.423, 0.632], [1.007, 0.123, 0.824], [0.416, 0.851, 0.065], [-0.267, 0.197, -0.004], [0.078, 0.458, -0.547], [0.113, 0.056, -0.067], [0.057, -0.219, -0.062], [-0.220, -0.094, -0.050], [-0.002, -0.054, 0.193], [0.030, -0.391, 0.345], [-0.068, 0.061, -0.066], [-0.065, -0.068, 0.026], [0.080, 0.185, -0.041], [-0.088, -0.081, -0.182], [0.022, -0.006, 0.179], [1.017, 0.502, -0.356], [0.032, 0.103, -0.178], [-0.395, -0.027, -0.190], [-0.217, 0.009, -0.345], [0.036, 0.006, 0.254], [0.033, -0.120, 0.141], [0.003, -0.043, 0.022], [0.168, -0.207, 0.489], [0.110, 0.041, 0.024], [0.105, 0.192, -0.086], [-0.488, 0.288, 0.389], [-0.066, 0.545, 0.582], [0.044, -0.135, 0.193], [-0.192, -0.130, -0.190], [0.382, -0.077, -0.205], [0.021, -0.405, -0.192], [0.235, -0.063, 0.034]],
  "spin_multiplicity": 1,
  "charge": 1,
  "de_lowest_kcal_mol": 0.0,
  "total_energy_ha": -1227.28089,
  "homo_lumo_gap_ev": 6.6,
  "e_homo_ev": -11.284
}

Question: The highest charge belongs to which entry?
Answer: C8H27BaF3NO7

Question: Which formula does entry 3 have?
Answer: C8H27BaF3NO7

Question: Among the records above, which one has the highest charge?
Answer: C8H27BaF3NO7

Question: What is the formula in the first record?
Answer: C8H26O5